Record 1
{"formula": "H58HfO29", "method": "wB97M-V/def2-TZVPD", "e_lumo_ev": -9.327, "total_charge": 4, "orbital_gap_ev": 11.51, "species": ["Hf", "O", "H", "H", "O", "H", "H", "O", "H", "H", "O", "H", "H", "O", "H", "H", "O", "H", "H", "O", "H", "H", "O", "H", "H", "O", "H", "H", "O", "H", "H", "O", "H", "H", "O", "H", "H", "O", "H", "H", "O", "H", "H", "O", "H", "H", "O", "H", "H", "O", "H", "H", "O", "H", "H", "O", "H", "H", "O", "H", "H", "O", "H", "H", "O", "H", "H", "O", "H", "H", "O", "H", "H", "O", "H", "H", "O", "H", "H", "O", "H", "H", "O", "H", "H", "O", "H", "H"], "coordinates": [[-0.0449, 0.0376, -0.1335], [-1.0094, -4.4777, 1.2135], [-1.8121, -4.8923, 1.5299], [-0.3058, -5.0442, 1.5301], [-0.1202, 0.4549, -4.4281], [0.6880, 0.3419, -4.9284], [-0.6541, -0.3050, -4.6597], [3.2097, 2.6302, 0.9648], [3.7822, 3.1639, 1.5158], [3.7236, 2.4642, 0.1745], [4.6395, 1.1277, -1.0220], [5.5702, 1.0123, -0.8305], [4.6225, 1.6236, -1.8405], [1.8852, 3.5777, -1.8774], [2.6403, 4.1644, -1.8335], [1.2031, 4.0960, -2.3042], [-3.1920, 0.3049, -3.2079], [-4.0437, 0.6332, -2.9199], [-2.9540, 0.8683, -3.9442], [-1.9138, -3.9594, -1.4957], [-2.8557, -4.0680, -1.6269], [-1.6646, -4.6898, -0.9294], [-1.8533, -1.1560, 0.9775], [-2.7119, -1.3799, 0.6187], [-1.9605, -1.2376, 1.9252], [2.8704, -2.8774, 1.0764], [3.3686, -3.0656, 0.2810], [3.2119, -3.4933, 1.7247], [1.0944, -1.3522, -2.0102], [1.5017, -2.2183, -2.0224], [1.5378, -0.8685, -2.7071], [-0.7525, 4.0898, -0.3345], [-1.5644, 4.5182, -0.0635], [-0.2435, 4.7834, -0.7540], [0.4298, 1.3298, -2.0250], [0.1353, 0.9952, -2.8721], [0.9757, 2.0854, -2.2420], [-1.5318, -1.2540, -1.5834], [-2.2423, -0.8497, -2.0814], [-1.5792, -2.1831, -1.8087], [1.1570, -3.9733, -2.5573], [1.7858, -4.6455, -2.2945], [0.3164, -4.4301, -2.5886], [-1.7987, 3.0213, -3.0215], [-1.2825, 3.7763, -2.7391], [-2.2694, 3.3286, -3.7962], [-4.5117, 1.2262, 0.2211], [-4.6674, 1.3014, 1.1626], [-4.8623, 0.3666, -0.0122], [0.7409, 2.1203, 0.5291], [0.4190, 2.9513, 0.1798], [1.5985, 2.3313, 0.8983], [-1.3510, 1.3394, 1.8155], [-2.2113, 1.6902, 2.0457], [-0.9146, 1.2028, 2.6564], [-4.3934, -1.4937, 0.4011], [-4.8148, -2.3388, 0.2445], [-4.4472, -1.3707, 1.3488], [-0.4061, 0.8873, 4.4269], [-0.0905, 1.7479, 4.7026], [-0.9431, 0.5829, 5.1585], [0.4641, -2.2646, 0.3679], [-0.1117, -2.9742, 0.6527], [1.3321, -2.5196, 0.6806], [0.7526, -0.2725, 2.1276], [0.5302, -1.0201, 2.6825], [1.3770, 0.2343, 2.6467], [1.3681, 3.3034, 3.2606], [1.2957, 4.1795, 2.8819], [2.2767, 3.2438, 3.5557], [-1.9726, 1.2745, -0.9009], [-2.8949, 1.0590, -0.7627], [-1.9889, 2.0574, -1.4514], [-0.2641, -2.4361, 3.4839], [-0.2030, -2.1347, 4.3904], [-0.0468, -3.3674, 3.5256], [-3.1302, -0.9390, 3.2125], [-3.9782, -0.5075, 3.3170], [-2.7943, -1.0273, 4.1044], [3.2413, 0.0136, 2.9827], [3.8939, -0.6758, 3.1058], [3.6855, 0.8161, 3.2563], [2.9636, -0.1034, -3.2713], [3.2613, 0.5105, -3.9427], [3.5269, -0.8697, -3.3801], [2.3704, -0.0491, -0.1297], [2.9718, 0.3162, -0.7786], [2.9401, -0.4001, 0.5548]]}

---

Record 2
{"formula": "C15H18N2O3S2", "method": "wB97M-V/def2-TZVPD", "e_above_lowest_kcal_mol": 42.6, "e_lumo_ev": 0.023, "smiles": "CC[C@@H](Cc1ccccc1)NS(=O)(=O)c1csc(C(N)=O)c1", "orbital_gap_ev": 9.09, "species": ["C", "H", "C", "H", "H", "C", "N", "S", "O", "O", "C", "C", "S", "C", "C", "H", "C", "O", "N", "H", "H", "H", "H", "H", "C", "C", "C", "C", "C", "C", "C", "H", "H", "H", "H", "H", "H", "H", "H", "H"], "coordinates": [[-1.5684, -1.6441, -0.4171], [-1.1107, -1.9462, -1.3563], [-0.5659, -1.7788, 0.7223], [-1.0199, -1.4460, 1.6568], [-0.2777, -2.8263, 0.8358], [0.6905, -0.9416, 0.4752], [1.3637, -1.4004, -0.7249], [2.1538, -0.2579, -1.6349], [3.1946, -0.9298, -2.3542], [2.4692, 0.9048, -0.8590], [0.8541, 0.1518, -2.7786], [0.7507, -0.4482, -3.9932], [-0.6469, 0.0621, -4.8355], [-1.1131, 1.1033, -3.5239], [-0.2038, 1.0367, -2.5041], [-0.2910, 1.6173, -1.6049], [-2.3423, 1.9241, -3.5124], [-2.6868, 2.5340, -2.5231], [-3.0468, 1.9374, -4.6672], [-2.7515, 1.4386, -5.4870], [-3.8901, 2.4849, -4.7032], [1.4322, -1.1521, -4.4260], [1.9037, -2.2435, -0.6133], [0.3970, 0.0901, 0.2630], [1.6406, -0.9373, 1.6856], [1.0623, -0.1483, 2.8247], [0.5070, -0.7734, 3.9326], [-0.0453, -0.0257, 4.9588], [-0.0509, 1.3560, 4.8854], [0.5020, 1.9880, 3.7834], [1.0553, 1.2406, 2.7603], [1.4951, 1.7288, 1.9024], [0.5035, 3.0664, 3.7240], [-0.4817, 1.9393, 5.6858], [-0.4717, -0.5241, 5.8174], [0.5110, -1.8527, 3.9965], [2.5768, -0.4753, 1.3634], [1.8412, -1.9669, 1.9919], [-2.4369, -2.2720, -0.2341], [-1.9029, -0.6135, -0.5124]]}

---

Number 1: F_max 2.39 eV/Å. Number 2: F_max 0.83 eV/Å.